*a*
{
  "formula": "C5H5ClN2",
  "method": "ωB97M-V/def2-TZVPD",
  "orbital_gap_ha": 0.3581,
  "elements": ["C", "C", "C", "C", "C", "H", "H", "H", "H", "H", "N", "N", "Cl"],
  "positions_angstrom": [[-2.00021, -0.12185, 0.27628], [-1.24903, 0.97398, 0.06592], [1.36665, 0.55369, 0.06462], [1.36654, -0.94174, -0.12809], [-0.10488, -0.77727, -0.06079], [-1.68341, 1.85457, -0.16933], [2.03215, 1.34989, -0.58564], [1.54426, 0.98777, 0.99602], [1.80514, -1.36003, 0.77400], [1.97918, -1.51301, -1.01748], [-0.00089, 0.47902, -0.23218], [-1.29546, -1.31373, 0.12202], [-3.76006, -0.17128, -0.10534]]
}

*b*
{
  "formula": "C5H5ClN2",
  "method": "ωB97M-V/def2-TZVPD",
  "orbital_gap_ha": 0.2380,
  "elements": ["C", "C", "C", "C", "C", "H", "H", "H", "H", "H", "N", "N", "Cl"],
  "positions_angstrom": [[0.23337, 0.66390, 0.30370], [-0.13655, 0.22837, 1.50889], [-0.57037, -1.47401, 0.03856], [0.14445, -0.48206, -0.64722], [0.65278, -0.26597, -1.91845], [0.12531, 0.78688, 2.44491], [0.23956, -2.16973, 2.41848], [-0.50704, -2.88056, -1.31271], [0.55667, -0.93469, -2.71724], [1.11710, 0.84874, -2.00659], [-1.02376, -1.03349, 1.33151], [-0.73949, -2.71361, -0.35939], [0.52171, 2.26810, -0.07909]]
}

Energy ordering: *a* at the bottom, the next structure 89.3 kcal/mol above.

*a*
{
  "formula": "C14H22NO8PS2Zr",
  "method": "ωB97M-V/def2-TZVPD",
  "multiplicity": 2,
  "total_charge": -1,
  "orbital_gap_ha": [0.2055, 0.2702],
  "elements": ["Zr", "C", "C", "O", "P", "S", "S", "O", "C", "C", "H", "H", "H", "H", "H", "H", "H", "H", "H", "H", "O", "C", "O", "C", "C", "C", "N", "C", "C", "C", "O", "O", "H", "H", "H", "C", "O", "H", "H", "H", "C", "C", "O", "H", "H", "H", "H", "H", "H"],
  "positions_angstrom": [[0.16662, 0.41854, -1.38485], [2.66122, 4.19930, 1.32610], [2.98208, 2.89871, 0.62881], [2.72534, 1.78248, 1.50252], [1.40018, 0.90879, 1.48445], [1.64011, -0.77392, 0.45734], [-0.15549, 1.96029, 0.72776], [1.28236, 0.67280, 3.05105], [0.27022, -0.24036, 3.55489], [0.85218, -1.58979, 3.89217], [2.93140, 5.03803, 0.68060], [3.22294, 4.28557, 2.25711], [1.59704, 4.26352, 1.55010], [4.04395, 2.83010, 0.39300], [2.42143, 2.77428, -0.29740], [-0.52385, -0.33137, 2.81189], [-0.14229, 0.25504, 4.43276], [1.27945, -2.06393, 3.01017], [0.06042, -2.24986, 4.25381], [1.62425, -1.50044, 4.65759], [-1.15273, -5.73494, 1.24086], [-1.45343, -4.69666, 1.84999], [-1.70140, -4.49197, 3.05580], [-1.52103, -3.42117, 0.96919], [-2.01747, -2.23811, 1.50755], [-1.98292, -1.08298, 0.75949], [-1.50867, -1.04453, -0.49193], [-1.09807, -2.20298, -1.04172], [-1.07852, -3.39998, -0.34750], [-0.62246, -2.10076, -2.48856], [-0.26010, -3.07439, -3.10960], [-0.66397, -0.86133, -2.91015], [-2.38307, -2.25261, 2.52583], [-2.30602, -0.13238, 1.16769], [-0.71042, -4.30355, -0.81223], [2.99491, 0.98986, -2.85980], [1.82867, 1.23248, -2.12308], [3.62081, 1.88865, -2.89600], [2.76368, 0.69304, -3.88768], [3.57756, 0.18253, -2.40354], [-3.54542, 0.97416, -2.76590], [-2.31762, 1.49713, -3.47257], [-1.27285, 1.83043, -2.52723], [-4.31864, 0.71620, -3.49140], [-3.96366, 1.72032, -2.08504], [-3.28830, 0.08197, -2.19623], [-2.52857, 2.38739, -4.06874], [-1.87968, 0.73491, -4.10860], [-1.55017, 2.57150, -1.97875]]
}

*b*
{
  "formula": "C14H22NO8PS2Zr",
  "method": "ωB97M-V/def2-TZVPD",
  "multiplicity": 2,
  "total_charge": -1,
  "orbital_gap_ha": [0.2196, 0.2718],
  "elements": ["Zr", "C", "C", "O", "P", "S", "S", "O", "C", "C", "H", "H", "H", "H", "H", "H", "H", "H", "H", "H", "O", "C", "O", "C", "C", "C", "N", "C", "C", "C", "O", "O", "H", "H", "H", "C", "O", "H", "H", "H", "C", "C", "O", "H", "H", "H", "H", "H", "H"],
  "positions_angstrom": [[-0.52490, -0.50256, -0.29887], [0.94963, 3.49549, 3.58789], [1.49770, 3.13331, 2.21894], [1.67529, 1.72003, 2.03908], [0.49580, 0.64275, 1.86556], [1.56527, -1.04870, 1.28948], [-1.06752, 1.82679, 0.79618], [0.06468, 0.53584, 3.41747], [-0.90882, -0.37963, 3.94596], [-0.25644, -1.64739, 4.46882], [1.00977, 4.57644, 3.72564], [1.52330, 3.00270, 4.37291], [-0.09115, 3.18538, 3.66641], [2.49470, 3.54914, 2.07548], [0.83495, 3.51095, 1.44056], [-1.65544, -0.60179, 3.18579], [-1.39120, 0.16111, 4.76192], [0.28661, -2.14516, 3.66837], [-1.02058, -2.32443, 4.85580], [0.44697, -1.41263, 5.26904], [3.58696, -1.42657, -5.95020], [3.86050, -0.54313, -5.12460], [4.76922, 0.30166, -5.07029], [2.85807, -0.46557, -3.91917], [3.11645, 0.36958, -2.83819], [2.22760, 0.42489, -1.78670], [1.09907, -0.29539, -1.76066], [0.84579, -1.11177, -2.80902], [1.69243, -1.22057, -3.89227], [-0.43925, -1.89682, -2.70865], [-1.00108, -2.32212, -3.69214], [-0.89596, -2.03019, -1.48055], [4.01822, 0.96637, -2.85493], [2.39768, 1.06003, -0.92553], [1.45699, -1.88414, -4.71284], [-1.58185, -2.66441, 1.28165], [-1.64292, -1.27227, 1.06781], [-2.00770, -2.92294, 2.25793], [-0.54547, -3.01752, 1.25779], [-2.14577, -3.19767, 0.51034], [-3.81639, 0.13866, -1.43639], [-2.77695, 0.40761, -2.51505], [-1.47010, 0.78154, -1.98547], [-4.77773, -0.09031, -1.89702], [-3.93358, 1.00980, -0.79010], [-3.52290, -0.71164, -0.82318], [-3.11249, 1.21618, -3.16685], [-2.61204, -0.47519, -3.12817], [-1.57540, 1.59425, -1.45998]]
}

Energy ordering: *a* at the bottom, the next structure 28.3 kcal/mol above.

*a*
{
  "formula": "C2H10N2O3",
  "method": "ωB97M-V/def2-TZVPD",
  "smiles": "NCNC=O.O.O",
  "orbital_gap_ha": 0.3633,
  "elements": ["O", "C", "N", "C", "N", "H", "H", "H", "H", "H", "H", "H", "H", "O", "H", "H", "O"],
  "positions_angstrom": [[-0.05668, 1.36721, -0.49289], [0.38537, 0.36624, 0.00972], [-0.17874, -0.24454, 1.10283], [-1.24418, 0.54787, 1.68957], [-2.45361, 0.90849, 0.97211], [1.34938, -0.17652, -0.29027], [0.25799, -0.84915, 1.65885], [-1.56166, -0.06819, 2.56308], [-0.69523, 1.52098, 2.11601], [-2.68686, 0.11004, 0.41042], [-2.18504, 1.75199, 0.47541], [-1.48666, -0.51106, -2.30237], [-1.00663, -0.91471, -3.72275], [-1.20533, -0.09534, -3.18705], [5.02169, -1.21099, -0.51970], [3.65894, -1.28732, 0.13236], [4.08725, -1.21501, -0.61532]]
}

*b*
{
  "formula": "C2H10N2O3",
  "method": "ωB97M-V/def2-TZVPD",
  "smiles": "NCNC=O.O.O",
  "orbital_gap_ha": 0.3747,
  "elements": ["O", "C", "N", "C", "N", "H", "H", "H", "H", "H", "H", "H", "H", "O", "H", "H", "O"],
  "positions_angstrom": [[2.16067, -0.11100, -2.27206], [0.98952, 0.22108, -2.26091], [0.34769, 1.16658, -1.48557], [1.12980, 1.82435, -0.49328], [0.25129, 2.62754, 0.35966], [0.37278, -0.40699, -2.92843], [-0.66470, 0.92965, -1.24663], [1.47412, 1.03952, 0.12996], [1.98215, 2.33238, -0.96138], [0.00123, 2.21884, 1.22200], [0.76915, 3.42016, 0.67063], [-4.11511, -5.67500, 0.18301], [-4.65412, -4.04295, 0.32236], [-3.88586, -4.70914, 0.25339], [0.66637, -0.54840, 2.47253], [2.00231, -0.08962, 2.80948], [1.17272, -0.19701, 3.22525]]
}

Energy ordering: *b* at the bottom, the next structure 8.1 kcal/mol above.